Record 1
# C3H7FS

A cluster of 2 separate species, C3H7FS in total (ωB97M-V with the def2-TZVPD basis set, the OMol25 dataset).

Calculated values
Orbital gap (alpha / beta) ... 7.896 / 7.897 eV
Strongest force on any atom ... 4.49 eV/A
Lowest unoccupied orbital energy (alpha / beta) ... -0.384 / -0.383 eV
Electronic energy ... -16774.7976 eV
HOMO level (alpha / beta) ... -0.304 / -0.304 Ha

ORCA input file:
```
! wB97M-V def2-TZVPD RIJCOSX def2/J DEFGRID3
* xyz 0 1
C 0.2784 -0.1016 1.4130
C 0.4073 -0.0323 -1.1608
C -0.0933 0.6039 0.0932
F -0.2572 1.8831 0.0002
S -2.5509 -0.3014 -0.1822
H -0.2340 0.3394 2.2152
H -0.0393 -1.0797 1.2959
H 1.4345 0.0824 1.5480
H -0.0136 -1.0380 -1.4328
H 0.3338 0.5913 -1.9975
H 1.4424 -0.4569 -0.8577
H -2.4585 -0.1011 -1.5261
*
```

Mulliken atomic charge list, values in e, 8 entries: C -1.1361; C -1.0805; C 0.6586; F -0.2471; S -0.3784; H 0.3632; H 0.3475; H 0.3487



Record 2
# C5H12N2S

A structure of composition C5H12N2S (ωB97M-V with the def2-TZVPD basis set, the OMol25 dataset).

Calculated values
Orbital gap (alpha / beta) ... 8.289 / 8.290 eV
Strongest force on any atom ... 3.59 eV/A
Lowest unoccupied orbital energy (alpha / beta) ... 0.015 / 0.015 eV
Electronic energy ... -19188.4241 eV
HOMO level (alpha / beta) ... -0.304 / -0.304 Ha

ORCA input file:
```
! wB97M-V def2-TZVPD RIJCOSX def2/J DEFGRID3
* xyz 0 1
C -2.9781 0.3509 -0.7615
C 1.3616 -1.1890 -0.4296
C 1.7863 0.1812 0.0515
C 0.1956 -1.7848 0.4587
C 0.8770 1.3566 -0.3074
N -1.0875 -1.2417 -0.0534
N -0.2389 1.7490 0.5230
S -1.7096 0.1227 0.3073
H -3.4806 1.3283 -0.4196
H -2.7233 0.3736 -1.8288
H 0.8882 -1.0938 -1.4556
H 2.2517 -1.9356 -0.3268
H 1.8578 0.0117 1.1649
H 2.8828 0.5102 -0.0778
H 0.0820 -2.8301 0.4550
H 0.4014 -1.3852 1.4331
H 1.5810 2.1652 -0.5511
H 0.3592 1.0387 -1.3054
H -0.0118 1.8465 1.5202
H -2.2947 0.4257 1.6033
*
```

Mulliken atomic charge list, values in e, 8 entries: C -0.7666; C -0.6505; C -0.4282; C -0.6127; C -0.5363; N -0.3709; N -0.5838; S 0.4361



Record 3
# C5H5NO4

The molecule C5H5NO4 (ωB97M-V with the def2-TZVPD basis set, the OMol25 dataset).

Calculated values
SMILES ... [H]/N=C/C=C(/O)C(=O)C(=O)O
Orbital gap ... 9.195 eV
Strongest force on any atom ... 1.04 eV/A
Lowest unoccupied orbital energy ... -0.484 eV
Electronic energy ... -14944.8173 eV
HOMO level ... -0.356 Ha

ORCA input file:
```
! wB97M-V def2-TZVPD RIJCOSX def2/J DEFGRID3
* xyz 0 1
H -2.3916 1.1799 0.3558
N -1.6413 0.5543 0.6398
C -1.1514 -0.1482 -0.2789
C -0.1261 -1.1752 -0.0727
C 1.2136 -1.0929 0.0280
O 1.9506 -2.2210 0.1547
C 2.0461 0.1295 -0.0425
O 3.2557 0.0497 -0.0249
C 1.3072 1.4571 -0.1673
O 0.7200 1.8043 -1.1559
O 1.4128 2.1684 0.9415
H -1.5153 -0.1442 -1.3191
H -0.5369 -2.1799 -0.0733
H 2.8888 -1.9518 0.1682
H 0.9347 3.0122 0.8725
*
```

Mulliken atomic charge list, values in e, 8 entries: H 0.2751; N -0.5488; C -0.1601; C -0.5395; C 0.2541; O -0.5641; C 0.9580; O -0.5973



Record 4
# C6H8N2OS

A cluster of 2 separate species, C6H8N2OS in total (ωB97M-V with the def2-TZVPD basis set, the OMol25 dataset).

Calculated values
SMILES ... C[NH2+][O-].N#Cc1cccs1
Orbital gap ... 9.235 eV
Strongest force on any atom ... 2.57 eV/A
Lowest unoccupied orbital energy ... 0.554 eV
Electronic energy ... -22210.9807 eV
HOMO level ... -0.319 Ha

ORCA input file:
```
! wB97M-V def2-TZVPD RIJCOSX def2/J DEFGRID3
* xyz 0 1
C 3.2506 -0.4262 0.1145
N 2.0262 -0.5139 -0.6229
O 1.0793 0.3564 -0.3282
H 3.0522 -0.6310 1.1461
H 4.0371 -1.1349 -0.2413
H 3.6345 0.5711 -0.0471
H 1.7394 -1.4676 -0.3601
H 2.3034 -0.3305 -1.6288
N 0.3042 -2.1305 0.3714
C -0.4094 -1.2349 0.4431
C -1.4781 -0.3248 0.3563
C -1.4801 1.0592 0.4609
C -2.7750 1.5476 0.2401
C -3.6838 0.6128 -0.1708
S -3.0179 -0.9373 -0.2719
H -0.6821 1.7382 0.6396
H -3.1087 2.5625 0.2300
H -4.7917 0.6837 -0.3309
*
```

Mulliken atomic charge list, values in e, 8 entries: C -0.9012; N 0.0135; O -0.6821; H 0.3137; H 0.3270; H 0.3485; H 0.3817; H 0.2722



Record 5
# C17H20ClN4O5P

The molecule C17H20ClN4O5P (ωB97M-V with the def2-TZVPD basis set, the OMol25 dataset).

Calculated values
SMILES ... CCOP(=O)(CO[C@@H]1C=C[C@H](n2cc(C#N)c3c(Cl)nc(C)nc32)O1)OCC
Orbital gap ... 9.128 eV
Strongest force on any atom ... 5.72 eV/A
Lowest unoccupied orbital energy ... 0.058 eV
Electronic energy ... -55960.5522 eV
HOMO level ... -0.333 Ha

ORCA input file:
```
! wB97M-V def2-TZVPD RIJCOSX def2/J DEFGRID3
* xyz 0 1
C -3.1675 3.0458 -1.0219
C -2.9906 1.8326 -1.9091
O -1.7487 1.1411 -1.6507
P -1.7411 -0.0814 -0.4911
O -2.7381 -1.1964 -0.8681
C -2.3164 0.5349 1.1949
O -1.7263 1.8183 1.6588
C -1.1089 1.7536 2.9541
C -0.1515 2.8872 3.1004
C 1.1251 2.3980 3.2972
C 1.0244 0.9158 3.4003
N 1.9745 0.0198 2.6730
C 2.6348 -1.0048 3.3419
C 3.5592 -1.5228 2.4843
C 4.5899 -2.4207 2.9470
N 5.4369 -2.8533 3.6045
C 3.6186 -0.7732 1.2153
C 4.2536 -0.7601 0.0518
Cl 5.4548 -1.9166 -0.1714
N 4.0242 0.1953 -0.8291
C 3.2329 1.2179 -0.5054
C 3.1152 2.4251 -1.2906
N 2.4153 1.1881 0.5310
C 2.6191 0.1775 1.3869
O -0.3033 0.5752 3.2516
O -0.2560 -0.8235 -0.4061
C -0.0792 -1.9608 -1.2835
C 1.1243 -1.5943 -2.2204
H -2.2349 3.6412 -1.0119
H -3.9979 3.5650 -1.3002
H -3.3072 2.6697 -0.0269
H -3.0403 2.1595 -3.0093
H -3.8401 1.1476 -1.7443
H -3.4079 0.6374 0.9702
H -2.2315 -0.2528 1.8755
H -1.9818 1.8924 3.6910
H -0.5758 3.8559 3.1962
H 2.0168 2.9647 3.4957
H 1.1506 0.8900 4.4727
H 2.5180 -1.4088 4.3949
H 3.2338 2.2738 -2.3800
H 3.6943 3.2242 -0.9420
H 2.1488 2.8989 -1.0457
H -1.0270 -2.2885 -1.8610
H 0.1466 -2.8605 -0.6041
H 0.8908 -2.0281 -3.1882
H 1.9096 -2.2670 -1.9092
H 1.4605 -0.5324 -2.1183
*
```

Mulliken atomic charge list, values in e, 8 entries: C -0.8463; C -0.3345; O -0.3714; P 1.0002; O -0.8068; C -0.7628; O -0.2041; C 0.1301



Record 6
# C5H10N2O

The molecule C5H10N2O (ωB97M-V with the def2-TZVPD basis set, the OMol25 dataset).

Calculated values
SMILES ... C=C(C)N(N)C(C)=O
Orbital gap ... 10.052 eV
Strongest force on any atom ... 2.65 eV/A
Lowest unoccupied orbital energy ... 0.845 eV
Electronic energy ... -10373.6833 eV
HOMO level ... -0.338 Ha

ORCA input file:
```
! wB97M-V def2-TZVPD RIJCOSX def2/J DEFGRID3
* xyz 0 1
C -2.2460 0.3447 0.1009
C -1.0473 0.1300 -0.4650
C -0.8917 -0.1504 -1.9349
N 0.1134 0.1766 0.2925
N 0.4518 1.4344 0.8382
C 0.9509 -0.9394 0.4427
C 2.2225 -0.7551 1.2392
O 0.6747 -2.0621 0.0036
H -2.3487 0.5010 1.1699
H -3.1612 0.2915 -0.4794
H -0.3872 -1.1009 -2.1237
H -1.8597 -0.1802 -2.4469
H -0.3043 0.6499 -2.4009
H 0.5199 2.0905 0.0566
H -0.3343 1.7575 1.4017
H 2.4800 0.2859 1.4345
H 2.1186 -1.2757 2.1958
H 3.0486 -1.1982 0.6750
*
```

Mulliken atomic charge list, values in e, 8 entries: C -0.9234; C 0.4937; C -1.1473; N 0.3871; N -0.6691; C 0.6215; C -0.9803; O -0.6185